Record 1
DFT (ωB97M-V with the def2-TZVPD basis set) results for a 2-piece molecular cluster, C4H12N2 overall.

Values from the calculation:
Highest occupied orbital energy ... -9.26 eV
Total energy ... -269.1015 a.u.
Lowest unoccupied orbital energy ... 1.01 eV
HOMO-LUMO gap ... 10.27 eV
Energy relative to the best compared isomer or geometry (same formula, charge and spin) ... 9.33 kcal/mol

The geometry in XYZ format:
```
18
Properties=species:S:1:pos:R:3:forces:R:3
H 1.1081 -4.0028 0.0970 -0.2 0.2 -0.2
N 0.6402 -3.0978 0.0264 0.4 -0.3 0.2
C 0.3040 -2.7283 1.1957 -0.3 0.0 -0.2
N -0.2411 -1.5076 1.4336 -0.2 0.5 0.1
H 0.3972 -3.3413 2.0915 0.1 0.0 0.1
H -0.7177 -1.2950 2.2897 0.1 -0.2 0.1
H -0.4579 -0.9055 0.6548 0.1 -0.2 -0.1
C 0.2766 2.0958 0.4192 -0.1 -0.3 -0.4
C 0.3695 1.7134 -1.0666 -0.7 -0.4 0.6
C -0.8112 0.8454 -1.5517 0.4 0.6 -0.2
H 0.0685 1.2255 1.0425 0.1 -0.1 0.0
H 1.2268 2.5144 0.7519 -0.2 0.2 0.1
H -0.5497 2.7942 0.5799 0.2 0.1 0.0
H 0.3933 2.6372 -1.6416 0.3 0.0 -0.2
H 1.2689 1.1223 -1.2325 0.2 0.3 -0.1
H -0.9128 1.0187 -2.6254 -0.2 -0.3 0.0
H -1.7524 1.1236 -1.0796 -0.1 0.0 0.1
H -0.6103 -0.2121 -1.3847 -0.1 -0.1 0.0
```
Positions in Å, forces in eV/Å.

Record 2
DFT (ωB97M-V with the def2-TZVPD basis set) results for a 9-piece molecular cluster, C18H54O18 overall.

Values from the calculation:
Highest occupied orbital energy ... -8.91 eV
Total energy ... -2071.9169 a.u.
Lowest unoccupied orbital energy ... -0.08 eV
HOMO-LUMO gap ... 8.83 eV
Energy relative to the best compared isomer or geometry (same formula, charge and spin) ... 304.83 kcal/mol

The geometry in XYZ format:
```
90
Properties=species:S:1:pos:R:3:forces:R:3
O 4.8674 -2.0061 -4.3176 0.3 0.9 -0.9
C 3.6754 -2.7411 -4.1926 -0.9 -0.8 -4.1
C 3.1964 -2.3941 -2.8436 -2.1 -3.1 0.1
O 1.9234 -2.9611 -2.5936 -0.9 -0.8 -1.5
H 5.4114 -2.5371 -3.7576 1.4 0.0 0.4
H 2.8944 -2.4701 -5.0936 1.9 -0.4 2.3
H 4.0294 -3.8411 -4.4456 -1.6 1.7 1.1
H 2.9664 -1.4031 -2.6116 1.4 2.2 -0.1
H 3.7954 -2.9691 -2.1746 1.4 0.6 1.0
H 1.8644 -2.8361 -1.6696 -0.9 -0.3 1.8
O 4.8424 2.5719 -1.1746 -0.9 1.7 1.4
C 4.0214 1.5019 -1.5156 -0.4 3.0 -5.5
C 2.6644 2.0029 -2.0266 -0.6 -0.7 1.7
O 1.6864 1.0209 -2.4726 -0.2 1.3 2.7
H 5.5464 2.4229 -1.7496 2.2 0.6 -1.1
H 4.6114 0.9689 -2.2246 -0.2 -0.8 -1.5
H 4.0704 0.8969 -0.7866 -1.2 -4.5 5.9
H 2.7294 2.6909 -2.8086 0.9 1.1 -1.4
H 2.2894 2.6319 -1.1816 -0.5 -0.9 -0.5
H 2.0264 0.5279 -3.1796 1.0 -0.9 -1.7
O -2.2526 0.9899 3.5624 -1.6 -2.3 -2.5
C -1.9226 2.2659 3.8844 1.7 0.9 2.2
C -2.6536 3.3949 3.0664 1.8 -0.2 1.8
O -2.0816 4.6909 3.3764 1.3 -0.5 0.9
H -1.5646 0.3249 3.6974 0.2 0.6 0.2
H -2.2826 2.2469 4.9174 0.5 1.5 0.5
H -0.6806 2.3189 3.9064 -3.1 0.8 -0.4
H -3.7276 3.4109 2.8554 -0.5 0.3 2.2
H -2.5166 3.1469 2.0994 2.0 -0.6 -3.8
H -1.1396 4.6009 3.7824 -2.6 -0.3 -1.2
O -4.9866 -1.3341 -3.1696 -4.1 -1.5 2.7
C -4.0636 -0.9181 -4.0406 3.8 -0.5 -0.1
C -3.1166 -2.1191 -4.3686 -1.2 -0.3 0.2
O -1.9516 -1.6031 -4.9656 1.1 -2.1 -0.6
H -4.7756 -1.3551 -2.1806 0.2 0.7 -2.4
H -4.3336 -0.3651 -4.9606 -0.8 -0.6 0.5
H -3.4766 -0.2451 -3.4626 1.3 1.1 -0.2
H -3.6586 -2.8601 -5.0666 0.7 0.9 1.0
H -2.8266 -2.6591 -3.3986 -0.7 0.7 -1.1
H -1.4546 -2.4571 -5.1316 -0.2 1.9 0.0
O -0.2156 -0.6061 -1.1516 3.0 -2.4 1.0
C -1.3996 0.0329 -1.1946 0.6 5.1 -4.1
C -1.5196 1.2979 -0.3396 -2.7 -2.8 4.2
O -2.7106 1.9569 -0.6036 -1.4 1.0 -0.9
H 0.5494 -0.1851 -1.6546 -1.8 -0.1 0.8
H -1.3506 0.5269 -2.2596 -0.9 -0.5 1.3
H -2.3306 -0.4801 -1.2656 -0.3 -1.3 0.7
H -0.7366 1.9599 -0.3056 2.2 1.5 -0.9
H -1.6836 1.1089 0.8124 1.1 -0.7 -1.5
H -3.4276 1.4479 -0.1876 0.3 0.1 -0.5
O 2.7074 -0.7721 1.5924 -2.0 -3.3 -0.6
C 1.9874 -0.8501 2.8214 1.4 -3.4 -1.1
C 0.8404 0.0099 2.7504 6.6 5.4 8.8
O 0.1424 -0.2151 3.9134 1.5 -0.3 5.1
H 3.2074 -0.0411 1.7534 2.6 3.1 -0.2
H 1.6574 -1.9221 3.0624 0.5 1.3 -0.6
H 2.7234 -0.5901 3.5364 0.3 0.4 1.6
H 0.4024 -0.1891 1.9754 -5.7 -1.5 -8.4
H 1.3224 1.0969 2.8364 -1.5 -1.6 -1.1
H 0.9094 -0.2011 4.7574 -3.6 0.0 -3.7
O -1.1106 -4.2471 1.8964 1.4 0.4 1.2
C -0.1976 -3.5851 1.0034 2.3 -0.9 0.6
C 1.2414 -4.1081 1.3824 0.8 -2.3 -1.7
O 2.2584 -3.4851 0.4824 -1.9 -6.3 -0.7
H -0.5786 -4.3531 2.7574 -1.6 0.2 -1.8
H -0.4156 -3.7821 -0.0786 0.0 0.0 1.2
H -0.0626 -2.5031 1.1344 -1.0 0.1 0.1
H 1.4164 -5.1861 1.2244 -0.9 0.2 -0.8
H 1.5004 -4.2231 2.4864 -0.2 1.7 -0.8
H 2.2604 -2.7351 0.9144 1.2 7.1 2.6
O 3.7994 5.4029 1.8014 1.1 0.8 -0.7
C 2.4864 5.0839 1.3104 1.9 4.3 -0.1
C 1.6954 4.4399 2.3384 -3.3 2.9 2.4
O 0.6084 3.7519 1.8404 2.0 -4.7 0.5
H 4.2844 6.0799 1.2244 -1.4 -1.7 1.1
H 2.1584 6.0419 0.8004 -0.7 -1.2 0.8
H 2.4784 4.3369 0.6404 0.8 -2.5 -3.4
H 1.1234 5.1789 2.9644 1.7 -0.1 0.5
H 2.2734 3.7559 2.9004 0.7 -0.5 0.7
H -0.0026 4.2539 1.4194 -2.8 2.7 -1.8
O -4.7476 -0.2091 -0.3496 1.3 -0.9 -1.4
C -4.7386 -1.0211 0.7974 5.2 -2.6 -2.9
C -3.6186 -2.2431 0.6004 3.9 8.3 11.3
O -3.6996 -3.0061 1.7344 -2.6 0.0 0.5
H -5.5466 0.2369 -0.2206 -2.0 1.6 -0.6
H -4.5646 -0.3651 1.5074 1.3 2.4 4.4
H -5.6096 -1.4731 0.9394 -3.9 -2.2 0.5
H -2.5346 -1.8841 0.5454 -1.5 0.2 -0.4
H -3.9026 -2.5081 -0.1936 -3.8 -5.4 -11.4
H -2.9796 -3.5861 1.7614 1.9 -1.5 0.2
```
Positions in Å, forces in eV/Å.

Record 3
DFT (ωB97M-V with the def2-TZVPD basis set) results for C3H5N3 as an isolated structure.

Values from the calculation:
Highest occupied orbital energy ... -9.00 eV
Total energy ... -281.3991 a.u.
Lowest unoccupied orbital energy ... 0.21 eV
HOMO-LUMO gap ... 9.21 eV
Energy relative to the best compared isomer or geometry (same formula, charge and spin) ... 119.81 kcal/mol

The geometry in XYZ format:
```
11
Properties=species:S:1:pos:R:3:forces:R:3
C -0.9068 -0.4661 1.1807 0.1 -0.2 -0.5
C 0.3989 0.2867 -0.3185 -1.6 -1.3 -1.0
N 1.5388 0.4305 -1.0790 0.4 0.2 -0.3
C -0.8640 -0.5559 -0.3424 1.7 -1.5 0.8
N 0.0601 0.6770 0.9786 -1.7 1.3 -0.5
N -0.9291 0.8540 -0.6141 1.8 1.2 1.6
H 1.6096 1.3267 -1.5427 0.0 0.0 0.2
H 2.3863 0.1988 -0.5776 -0.1 0.0 -0.1
H -0.4584 -1.2579 1.7878 0.0 0.0 -0.1
H -1.8604 -0.1413 1.5932 0.0 0.0 0.0
H -0.9750 -1.3524 -1.0659 -0.6 0.2 -0.1
```
Positions in Å, forces in eV/Å.

Record 4
DFT (ωB97M-V with the def2-TZVPD basis set) results for a single C10H15NO molecule.

Values from the calculation:
Highest occupied orbital energy ... -8.44 eV
Total energy ... -519.9669 a.u.
Lowest unoccupied orbital energy ... 0.76 eV
HOMO-LUMO gap ... 9.20 eV
Energy relative to the best compared isomer or geometry (same formula, charge and spin) ... 59.01 kcal/mol

The geometry in XYZ format:
```
27
Properties=species:S:1:pos:R:3:forces:R:3
C -1.0022 2.1199 2.4571 -3.3 1.7 1.8
C 0.3784 2.0769 1.8674 0.2 2.4 2.8
C 0.2409 1.2238 0.7333 0.3 -2.1 -4.7
C 0.8310 1.4751 -0.4929 3.1 0.1 -1.5
C 0.9810 0.4222 -1.4899 -1.0 1.6 -1.3
C 1.8360 0.5692 -2.8468 0.5 -3.7 3.2
C 0.2156 -0.7438 -1.3015 1.1 -0.1 -0.9
O 0.1422 -1.7209 -2.2903 0.5 0.4 0.5
C -0.4223 -0.9180 -0.0996 -0.3 2.9 0.6
C -1.1247 -2.1268 0.3601 -1.1 0.4 -0.8
C -1.2560 -2.1419 1.8722 -0.5 0.6 -1.0
N -0.5192 0.1319 0.7254 0.6 -1.3 2.6
H -1.2837 1.2762 3.0984 0.7 0.0 0.0
H -1.8264 2.0309 1.7009 0.9 0.5 0.3
H -1.2793 3.0589 3.0835 0.8 -1.4 -1.0
H 1.0719 1.7040 2.7020 -0.6 0.2 -1.5
H 0.7411 3.1462 1.6176 -0.5 -1.8 0.1
H 1.4380 2.4476 -0.5687 -0.8 -1.6 -0.3
H 2.7783 -0.0301 -2.5341 -0.7 1.6 -0.4
H 2.0223 1.5635 -3.1357 0.3 1.0 -0.4
H 1.5489 -0.1515 -3.6273 -0.8 0.9 0.1
H -0.1794 -2.5345 -1.8785 0.0 0.2 -0.2
H -2.1945 -1.9792 -0.0531 1.5 -1.2 0.2
H -0.5543 -3.0026 0.0119 -0.7 -0.1 -0.2
H -1.4493 -3.1736 2.0609 -0.8 -0.5 1.0
H -2.0598 -1.3934 2.0358 0.5 -0.9 0.9
H -0.3432 -1.8575 2.3747 0.2 0.2 0.1
```
Positions in Å, forces in eV/Å.

Record 5
DFT (ωB97M-V with the def2-TZVPD basis set) results for a 2-piece molecular cluster, C4H12 overall.

Values from the calculation:
Highest occupied orbital energy ... -11.56 eV
Total energy ... -159.5731 a.u.
Lowest unoccupied orbital energy ... 1.14 eV
HOMO-LUMO gap ... 12.69 eV
Energy relative to the best compared isomer or geometry (same formula, charge and spin) ... 7.45 kcal/mol

The geometry in XYZ format:
```
16
Properties=species:S:1:pos:R:3:forces:R:3
C 0.0543 -1.5729 0.6630 1.1 -1.1 0.5
C -0.4418 -2.5163 1.7768 -0.5 0.6 -0.4
H 0.9723 -1.9710 0.2256 0.2 0.0 0.1
H -0.5922 -1.4750 -0.2059 -0.5 0.4 0.4
H 0.3482 -0.6637 1.1781 -0.4 0.5 -0.6
H -1.4265 -2.1472 2.0778 -0.1 -0.4 0.0
H 0.1704 -2.4326 2.6714 0.3 -0.1 -0.1
H -0.4918 -3.5635 1.4872 -0.1 0.0 -0.1
C -0.3318 2.2593 -1.7470 -0.2 0.1 0.0
C 0.6870 1.8369 -0.6991 1.2 -0.2 0.1
H -1.1841 2.6933 -1.2287 -0.3 -0.1 -0.2
H 0.0243 3.0184 -2.4420 0.2 0.1 0.1
H -0.6834 1.4324 -2.3619 0.0 -0.1 0.1
H 0.8282 0.7618 -0.5887 -0.6 -0.1 0.0
H 0.4746 2.2519 0.2859 -0.1 -0.1 0.0
H 1.7150 2.1370 -0.9261 -0.2 0.4 -0.2
```
Positions in Å, forces in eV/Å.

Record 6
DFT (ωB97M-V with the def2-TZVPD basis set) results for C27H24BrCl5MoN4O7 as an isolated structure.

Values from the calculation:
Highest occupied orbital energy (spin up / spin down) ... -7.23 / -7.23 eV
Total energy ... -6731.7975 a.u.
Lowest unoccupied orbital energy (spin up / spin down) ... -1.01 / -1.15 eV
HOMO-LUMO gap (spin up / spin down) ... 6.21 / 6.08 eV
<S²> ... 2.0185
Spin multiplicity ... 3
Energy relative to the best compared isomer or geometry (same formula, charge and spin) ... 324.35 kcal/mol

The geometry in XYZ format:
```
69
Properties=species:S:1:pos:R:3:forces:R:3
Mo -0.2306 0.4038 0.3643 -0.1 -0.1 -0.4
O 0.4679 -0.2940 -3.4153 0.0 0.2 -0.1
C 0.0259 -0.7468 -2.4022 0.0 -0.1 -0.2
O 0.5192 -0.3111 -1.2055 0.1 0.2 0.1
C -1.1494 -1.7182 -2.3572 0.1 0.3 0.4
C -2.4157 -0.9200 -2.1462 -0.5 -0.9 -0.6
C -3.9314 -1.5868 -0.0548 -0.9 1.8 5.7
C -3.2653 -2.9536 0.0105 -0.1 -0.3 -1.0
C -1.7011 -2.8180 -0.1393 -0.1 -0.1 -0.2
O -1.5231 -1.4837 0.1632 0.1 0.9 1.2
C -0.9502 -2.9779 -1.4608 0.1 -0.1 0.0
C 0.5992 -3.0727 -1.1475 -0.3 -0.1 -0.2
O 1.3166 -3.2912 -2.1273 -0.1 0.0 0.3
O 0.9623 -2.8283 0.0480 -1.3 -1.2 -0.8
H -1.2328 -2.0180 -3.4020 -0.1 -0.1 0.0
H -2.6970 -0.2007 -2.8983 0.1 0.4 0.3
H -4.9724 -1.3471 -0.2187 0.0 -0.4 -1.3
H -3.8531 -0.8532 1.0103 -0.9 -3.1 -0.8
H -3.6909 -3.5750 -0.7787 0.0 0.0 0.0
H -3.5055 -3.4165 0.9647 0.0 0.1 0.1
H -1.2132 -3.4146 0.6290 0.0 -0.2 0.0
H -1.2440 -3.8620 -2.0291 0.0 0.0 0.1
Br -1.9491 4.2030 0.9868 0.0 0.1 0.1
C -1.1587 3.2878 2.4317 0.0 0.1 0.0
C -1.0429 3.9937 3.6242 0.0 0.0 0.1
C -0.4669 3.3688 4.7128 0.0 0.0 -0.1
C -0.0448 2.0554 4.5745 0.0 0.0 0.0
C -0.2229 1.4395 3.3550 0.1 0.0 0.0
N -0.7564 2.0379 2.2730 0.0 -0.2 0.0
C 0.1720 -0.0053 3.1676 0.0 0.1 0.1
O 0.8836 -0.5808 3.9500 -0.1 0.1 0.0
O -0.3923 -0.5231 2.1032 0.3 -0.2 0.1
H -1.4042 5.0096 3.6741 0.0 0.0 0.0
H -0.3579 3.8957 5.6514 0.0 0.0 0.0
H 0.4110 1.4909 5.3749 0.0 0.0 0.0
C 4.7797 -1.5868 0.7618 -0.1 0.1 0.1
C 3.3777 -2.1610 0.7806 0.2 0.1 0.0
N 2.3818 -1.0898 0.7547 0.9 1.2 0.5
C 2.6295 0.1958 0.9719 0.3 -0.9 -0.1
N 1.6549 1.1022 0.8150 -0.6 0.7 -0.1
C 2.0051 2.4919 1.0988 0.0 -0.1 0.1
C 3.3587 2.7941 0.4852 0.1 0.0 0.1
C 4.3843 1.9251 1.1894 -0.1 -0.1 0.0
N 3.8539 0.5768 1.4084 0.3 0.2 0.0
C 4.8189 -0.4580 1.7813 0.0 0.0 -0.1
H 5.0266 -1.1951 -0.2276 0.0 0.0 0.0
H 5.5034 -2.3625 1.0107 0.0 0.0 0.0
H 3.2203 -2.7534 1.6856 0.0 0.0 0.0
H 3.1618 -2.8032 -0.0730 0.1 0.1 0.1
H 1.4773 -1.4725 0.4102 0.3 -0.3 0.1
H 2.0484 2.6657 2.1834 0.0 0.0 0.0
H 1.2317 3.1373 0.6878 0.0 0.0 0.0
H 3.6175 3.8478 0.5924 0.0 0.0 0.0
H 3.3253 2.5544 -0.5781 0.0 0.0 0.0
H 4.6547 2.3563 2.1589 0.0 0.0 0.0
H 5.3004 1.8455 0.5973 0.0 0.0 0.0
H 4.5772 -0.8418 2.7771 0.0 0.0 0.0
H 5.7972 0.0159 1.8367 0.0 0.0 0.0
Cl 0.8954 2.9789 -1.9895 0.0 0.0 0.0
C -0.7741 2.7058 -1.7475 -0.1 0.0 0.0
C -1.3569 1.7696 -0.9637 -0.1 0.2 -0.1
C -3.7980 1.0743 -1.0311 0.2 0.2 0.1
Cl -2.8442 -0.4078 -0.5372 2.0 2.1 -3.6
C -2.8533 2.0093 -1.2141 0.0 -0.1 0.2
Cl -5.4890 1.1918 -0.9879 0.1 -0.1 -0.3
C -2.9878 3.2584 -1.9706 0.0 0.0 -0.1
Cl -4.4436 3.9605 -2.5280 0.0 0.0 0.1
C -1.7520 3.6142 -2.3645 0.0 -0.1 0.0
Cl -1.3567 4.9003 -3.4024 0.0 0.0 0.0
```
Positions in Å, forces in eV/Å.

> Which value of total energy does entry 6 give?

-6731.7975 a.u.